# 1
ORCA calculation (ωB97M-V/def2-TZVPD) on C17H48N6O5Rb as an isolated structure at a distorted geometry.

Computed properties:
Frontier orbital gap ... 8.94 eV

Structure (ORCA input):
```
! RIJCOSX wB97M-V def2-TZVPD def2/J DEFGRID3
* xyz 1 1
Rb -0.9128 0.9158 -0.8169
C -3.2648 0.2104 2.3050
C -2.7048 1.5901 2.5097
C -1.3320 1.6509 3.3175
O -0.7664 2.9847 3.3820
C 0.6854 3.0182 3.6081
N -2.5438 2.0846 1.1455
H -3.2993 -0.3875 3.2157
H -2.6440 -0.4275 1.6759
H -4.2999 0.2150 1.9635
H -3.4372 2.1338 3.1065
H -0.6254 0.9869 2.8194
H -1.4621 1.1497 4.2766
H 1.1363 3.9790 3.8564
H 1.1794 2.6821 2.6965
H 0.9301 2.2676 4.3597
H -2.1910 3.0245 1.2559
H -3.4773 2.2557 0.7999
C -1.2301 -3.6606 1.4840
C -0.8357 -3.6886 -0.0040
C -1.8166 -4.5493 -0.8344
O -1.7962 -5.8436 -0.2663
C -2.8745 -6.7069 -0.5591
N -0.8614 -2.2636 -0.4607
H -2.2939 -3.7414 1.7071
H -0.8359 -2.7492 1.9336
H -0.7197 -4.4503 2.0353
H 0.1319 -4.1845 -0.0800
H -1.3045 -4.6351 -1.7928
H -2.7975 -4.0941 -0.9713
H -2.9299 -6.7630 -1.6462
H -3.7021 -6.1951 -0.0679
H -2.6876 -7.6895 -0.1259
H -0.1847 -1.8288 0.1502
H -0.4129 -2.1094 -1.3524
C 0.4708 0.5690 -4.5541
C 0.1353 -0.8028 -4.0443
C 1.1968 -1.5414 -3.1693
O 0.6359 -2.8006 -2.6962
C 0.8059 -3.9052 -3.6173
N -1.1348 -0.7099 -3.2639
H 0.9902 1.1975 -3.8307
H -0.4077 1.1430 -4.8489
H 1.1859 0.6201 -5.3750
H -0.0843 -1.4144 -4.9194
H 1.5734 -0.9663 -2.3234
H 2.0686 -1.6388 -3.8162
H 0.1293 -3.8676 -4.4710
H 0.6544 -4.7138 -2.9022
H 1.7645 -4.1037 -4.0967
H -1.8073 -0.3662 -3.9345
H -1.5083 -1.6432 -3.1658
C 1.8021 3.2744 -1.6388
C 1.6432 3.4966 -0.1296
C 2.4066 4.6676 0.2931
O 2.4396 4.6493 1.7867
C 2.6353 5.9883 2.3685
N 0.2457 3.5937 0.2400
H 2.8215 3.1767 -2.0120
H 1.2657 4.1125 -2.0838
H 1.1610 2.4666 -1.9916
H 1.9680 2.5943 0.3886
H 2.0217 5.5956 -0.1297
H 3.4374 4.6032 -0.0555
H 3.5501 6.4454 1.9912
H 2.5436 5.9152 3.4521
H 1.8243 6.6242 2.0136
H 0.2575 3.8370 1.2202
H -0.1668 4.4483 -0.1059
C 1.7434 -0.6964 1.6459
O 0.6108 -0.4286 1.2368
N 1.9678 -1.1181 2.8521
N 2.8152 -0.4918 0.9408
H 1.1911 -1.3672 3.4478
H 2.9094 -1.0538 3.2117
H 2.6956 0.0447 0.0935
H 3.7225 -0.6141 1.3674
*
```

# 2
ORCA calculation (ωB97M-V/def2-TZVPD) on a 3-piece molecular cluster, C3H12O3 overall at a distorted geometry.

Computed properties:
Relative energy (zero: lowest compared OMol25 entry of this formula, charge and spin) ... 1.606 eV
Frontier orbital gap ... 10.25 eV

Structure (ORCA input):
```
! RIJCOSX wB97M-V def2-TZVPD def2/J DEFGRID3
* xyz 0 1
C 2.0595 1.5956 -1.9105
O 0.6700 1.4268 -1.6916
H 2.5754 1.7940 -0.9711
H 2.4620 0.6629 -2.3056
H 2.1357 2.3091 -2.7310
H 0.1194 1.4378 -2.4780
C 0.5943 1.0063 1.4910
O -0.3488 0.4324 0.6655
H 1.5958 0.5777 1.4542
H 0.6466 2.0911 1.3993
H 0.2617 0.7719 2.5022
H -0.2539 0.8840 -0.1763
C -2.2286 -2.8164 0.6716
O -1.5849 -2.1274 1.7155
H -2.2830 -2.1845 -0.2148
H -1.7663 -3.7481 0.3453
H -3.3066 -2.8639 0.8261
H -1.3485 -1.2493 1.4081
*
```